*w*
The following is a DFT calculation (ωB97M-V/def2-TZVPD) of C4H9N as an isolated structure.

Geometry as XYZ:
```
14
Properties=species:S:1:pos:R:3
C -1.808 0.255 -0.512
C -0.336 0.493 0.675
C -0.060 -0.969 0.933
N 0.912 -0.033 0.457
C 2.013 0.095 -0.469
H -2.714 0.219 0.120
H -1.760 1.191 -1.035
H -2.043 -0.505 -1.320
H -0.476 1.441 1.201
H -0.896 -1.138 0.168
H 0.221 -1.452 1.881
H 2.888 0.508 0.060
H 2.297 -0.880 -0.871
H 1.761 0.774 -1.289
```

## Properties
2S+1 ... 1
Total charge ... 0

***

*x*
The following is a DFT calculation (ωB97M-V/def2-TZVPD) of C4H9N as an isolated structure.

Geometry as XYZ:
```
14
Properties=species:S:1:pos:R:3
C -0.981 -1.265 0.028
C 0.030 -0.095 -0.133
C -0.624 1.356 0.000
C 1.394 -0.249 -0.559
H -0.532 -2.140 0.948
H -2.085 -0.728 0.434
H -1.164 -1.806 -1.187
H -1.031 1.344 1.055
H 0.206 2.141 0.040
H -1.327 1.649 -0.865
H 1.794 -1.090 -1.151
H 1.791 0.727 -0.894
H 1.457 0.474 1.380
N 1.072 -0.316 0.903
```

## Properties
2S+1 ... 1
Total charge ... 0

***

Stability check: which of them is most stable? *x*.

***

*w*
The following is a DFT calculation (ωB97M-V/def2-TZVPD) of C4H9N as an isolated structure.

Geometry as XYZ:
```
14
Properties=species:S:1:pos:R:3
N -0.233 0.809 -0.579
C 0.637 0.765 0.602
C 0.020 -0.315 1.468
C -0.795 -1.112 0.672
C -0.711 -0.549 -0.727
H 3.912 1.591 -6.075
H 0.538 1.739 1.079
H 1.691 0.577 0.332
H 4.076 2.118 -5.578
H 0.468 -0.584 2.417
H -1.177 0.056 1.269
H -1.051 -2.164 0.771
H -1.671 -0.515 -1.242
H 0.022 -1.184 -1.264
```

## Properties
2S+1 ... 1
Total charge ... 0

***

*x*
The following is a DFT calculation (ωB97M-V/def2-TZVPD) of one molecule with the formula C4H9N.

Geometry as XYZ:
```
14
Properties=species:S:1:pos:R:3
C 1.439 0.391 -0.258
C 0.001 -0.334 -0.080
C -0.133 -1.680 0.575
C -1.168 0.322 -0.174
N -1.229 1.665 -0.571
H 2.361 -0.299 -0.327
H 1.571 1.020 -1.175
H 1.557 0.936 0.578
H -0.437 -2.438 -0.197
H 0.981 -1.911 0.927
H -0.655 -1.941 1.406
H -2.100 -0.211 -0.061
H -1.840 2.355 -0.108
H -0.348 2.127 -0.536
```

## Properties
SMILES string ... CC(C)=CN
2S+1 ... 1
Total charge ... 0

***

*y*
The following is a DFT calculation (ωB97M-V/def2-TZVPD) of one molecule with the formula C4H9N.

Geometry as XYZ:
```
14
Properties=species:S:1:pos:R:3
C -0.525 -1.197 0.046
C 0.223 -0.279 1.041
C 1.081 0.797 0.241
N 0.421 0.758 -1.051
C -0.792 -0.049 -0.905
H -1.447 -1.585 0.426
H 0.039 -1.894 -0.485
H 0.900 -0.827 1.843
H -0.547 0.204 1.673
H 1.313 1.730 0.786
H 2.102 0.442 0.153
H 0.065 1.674 -1.405
H -1.198 -0.327 -1.832
H -1.636 0.552 -0.531
```

## Properties
SMILES string ... C1CCNC1
2S+1 ... 1
Total charge ... 0

***

*z*
The following is a DFT calculation (ωB97M-V/def2-TZVPD) of a 2-piece molecular cluster, C4H9N overall.

Geometry as XYZ:
```
14
Properties=species:S:1:pos:R:3
C -2.264 -0.049 -1.568
C -2.512 -0.437 -0.296
C -1.677 -0.516 0.948
H -2.984 0.623 -2.030
H -1.373 -0.200 -2.174
H -3.465 -0.980 -0.233
H -2.147 -1.177 1.671
H -0.707 -0.930 0.641
H -1.525 0.473 1.368
C 3.117 0.164 0.853
N 3.263 0.823 -0.209
H 3.224 -0.923 0.834
H 2.654 0.475 1.793
H 3.078 1.811 -0.024
```

## Properties
SMILES string ... C=CC.C=N
2S+1 ... 1
Total charge ... 0

***

Stability check: which of them is most stable? *y*.

***

*w*
The following is a DFT calculation (ωB97M-V/def2-TZVPD) of an isolated ion of composition C4H12N3 and charge +1.

Geometry as XYZ:
```
19
Properties=species:S:1:pos:R:3
N 0.431 1.906 -1.008
C -0.091 1.062 -1.829
N -0.160 -0.239 -1.666
C 0.288 -1.173 -0.645
C -0.626 -1.321 0.536
C -0.089 -0.470 1.708
N 0.013 0.942 1.461
H 0.912 2.763 -1.355
H 0.422 1.643 0.056
H 0.071 1.280 -2.894
H -0.601 -0.816 -2.467
H 1.395 -0.919 -0.519
H 0.372 -2.220 -1.056
H -0.741 -2.407 0.749
H -1.721 -0.976 0.375
H 0.910 -0.932 1.970
H -0.661 -0.714 2.571
H -0.874 1.293 1.825
H 0.748 1.299 2.186
```

## Properties
SMILES string ... N/C=[NH+]\CCCN
2S+1 ... 1
Total charge ... +1

***

*x*
The following is a DFT calculation (ωB97M-V/def2-TZVPD) of an isolated ion of composition C4H12N3 and charge +1.

Geometry as XYZ:
```
19
Properties=species:S:1:pos:R:3
N 1.905 2.161 1.456
C 0.653 1.568 1.101
C 0.705 0.069 0.730
C -0.366 -0.435 -0.211
N -1.640 -0.855 0.334
C -0.146 -0.806 -1.468
N -1.205 -1.606 -2.104
H 2.630 2.087 0.757
H 2.300 1.944 2.358
H -0.062 1.673 1.920
H 0.260 2.137 0.261
H 0.771 -0.642 1.553
H 1.636 -0.090 0.177
H -1.397 -1.290 1.227
H -2.219 -0.083 0.667
H 0.682 -0.522 -2.093
H -0.926 -2.516 -2.469
H -1.916 -1.720 -1.348
H -1.662 -1.073 -2.846
```

## Properties
SMILES string ... NCC/C(N)=C/[NH3+]
2S+1 ... 1
Total charge ... +1

***

Stability check: which of them is most stable? *w*.

***

*w*
The following is a DFT calculation (ωB97M-V/def2-TZVPD) of a 2-piece molecular cluster, C4H9NO overall.

Geometry as XYZ:
```
15
Properties=species:S:1:pos:R:3
C -0.789 1.377 0.031
N -0.579 -0.033 0.319
C -1.496 -0.894 0.184
C 0.886 -0.646 0.874
O 0.708 -1.720 1.418
C 1.876 0.211 0.534
H -1.851 1.624 0.095
H -0.222 1.958 0.759
H -0.417 1.606 -0.971
H -2.489 -0.613 -0.157
H -1.240 -1.922 0.436
H 0.229 -1.082 -2.374
H 2.889 -0.055 0.803
H 1.723 1.098 -0.063
H 0.771 -0.909 -1.890
```

## Properties
2S+1 ... 1
Total charge ... 0

***

*x*
The following is a DFT calculation (ωB97M-V/def2-TZVPD) of one molecule with the formula C4H9NO.

Geometry as XYZ:
```
15
Properties=species:S:1:pos:R:3
C 0.117 1.136 1.526
C -0.345 0.292 0.268
C 0.224 0.594 -1.438
N -0.076 -1.099 0.547
C -0.264 -1.894 -0.531
O -0.910 -1.513 -1.486
H 0.183 2.198 1.290
H 1.095 0.833 1.931
H -0.568 1.079 2.402
H -1.421 0.435 0.164
H 0.033 0.045 -2.408
H 1.309 0.564 -1.379
H -0.194 1.567 -1.653
H 0.555 -1.384 1.285
H 0.261 -2.855 -0.519
```

## Properties
SMILES string ... CC(C)NC=O
2S+1 ... 1
Total charge ... 0

***

Stability check: which of them is most stable? *x*.